{
  "formula": "C18H22FN5OS",
  "method": "the ωB97M-V functional and the def2-TZVPD basis",
  "smiles": "COCc1cc2nsnc2c(CCN)c1F.c1cc[nH]c1.c1cc[nH]c1",
  "homo_lumo_gap_ev": 6.32,
  "multiplicity": 1,
  "lumo_ha": -0.06369,
  "e_homo_ha": -0.2960,
  "charge": 0,
  "symbols": ["C", "O", "C", "C", "C", "C", "N", "S", "N", "C", "C", "C", "C", "N", "C", "F", "H", "H", "H", "H", "H", "H", "H", "H", "H", "H", "H", "H", "C", "C", "C", "N", "C", "H", "H", "H", "H", "H", "C", "C", "C", "N", "C", "H", "H", "H", "H", "H"],
  "xyz": [[-3.6842, 4.4676, -0.1723], [-2.2270, 4.3415, -0.3252], [-1.7533, 2.9678, -0.0974], [-0.9599, 2.4182, -1.4446], [-1.7951, 2.4682, -2.8599], [-1.0934, 1.9818, -4.2969], [-1.7772, 2.0314, -5.6718], [-0.4780, 1.4342, -6.6846], [0.9349, 1.0474, -5.6838], [0.4785, 1.4396, -4.2637], [1.3684, 1.3627, -2.8651], [2.9297, 0.8616, -2.8580], [3.1487, -0.7383, -3.1419], [4.6531, -0.9120, -3.4387], [0.5834, 1.8670, -1.4817], [1.3911, 1.8233, -0.2138], [-4.2830, 3.4651, -0.2467], [-4.0522, 5.1493, -1.0806], [-4.0266, 5.0301, 0.8062], [-0.9717, 3.0346, 0.8025], [-2.5727, 2.2075, 0.2473], [-2.8980, 2.8824, -2.8603], [3.3781, 1.0999, -1.7905], [3.5303, 1.5094, -3.6344], [2.5886, -1.1606, -4.0791], [2.9066, -1.4101, -2.2121], [4.7868, -0.2987, -4.2984], [5.1064, -0.3320, -2.6696], [-0.6840, -0.1175, 2.0231], [-1.0520, -1.4629, 1.7831], [-2.3062, -1.6476, 2.3206], [-2.7057, -0.4621, 2.8806], [-1.7252, 0.4783, 2.6992], [0.2402, 0.3652, 1.7330], [-0.4656, -2.2159, 1.2726], [-2.9462, -2.5191, 2.3536], [-3.5867, -0.3055, 3.3529], [-1.8513, 1.4877, 3.0672], [2.2696, -4.8257, 4.5098], [1.0273, -5.4415, 4.7940], [0.0373, -4.5699, 4.3989], [0.6387, -3.4480, 3.8907], [1.9999, -3.5972, 3.9492], [3.2547, -5.2347, 4.6931], [0.8717, -6.4160, 5.2384], [-1.0408, -4.6513, 4.4370], [0.1538, -2.6372, 3.5284], [2.6582, -2.8180, 3.5893]],
  "atomic_forces_ev_per_a": [[-1.3237, 1.1335, -0.9499], [-1.6949, -2.2604, 0.5822], [1.9428, -0.2360, 0.5040], [-0.1948, -0.6035, -3.9789], [3.5367, -0.9752, 1.2014], [0.2078, 0.2516, 0.5897], [6.0903, -1.5682, 3.9661], [0.4305, 0.1602, 3.4572], [-4.7938, 2.5437, 3.8641], [-1.1837, 0.1531, -1.2047], [-3.1291, 1.4059, 1.5386], [-1.1126, 0.3494, 0.5757], [0.6358, -0.1028, -0.2714], [-1.0892, 2.2221, 0.2928], [0.2679, -0.5386, -3.1281], [-2.5664, 0.1865, -3.7310], [1.3959, 1.6721, 0.1708], [0.7795, -1.4656, 1.9650], [1.0511, -1.2173, -1.7371], [-1.5276, -0.3261, -2.0953], [1.3531, 1.5223, -0.9529], [2.5793, -0.9485, 0.0106], [-1.0366, -0.4318, -2.1655], [-1.3041, -1.3858, 1.3472], [0.7850, 1.0813, 1.8853], [0.2319, 1.5315, -1.7534], [0.0573, -1.1111, 1.2872], [-0.3780, -1.0850, -1.2327], [-0.0338, 0.4438, 0.1511], [-0.2365, -0.2917, 0.0028], [-0.0482, -0.0924, 0.0813], [-0.0140, -0.0364, -0.0790], [0.0749, 0.0433, -0.0039], [-0.1536, -0.0496, 0.0179], [-0.1305, 0.1133, 0.0208], [0.1348, 0.1313, -0.0325], [0.3439, -0.0723, -0.1806], [0.0682, -0.1676, -0.0410], [0.2194, 0.2702, -0.1417], [-0.3714, -0.0273, 0.0038], [0.0250, 0.0310, 0.0196], [0.1134, -0.1269, 0.0566], [-0.0233, -0.0133, 0.0505], [-0.1617, 0.0783, -0.0428], [0.0126, 0.1664, -0.0813], [0.1892, -0.0054, 0.0131], [0.0723, -0.2064, 0.0681], [-0.0911, -0.1458, 0.0799]]
}



{
  "formula": "C18H22FNO5S",
  "method": "the ωB97M-V functional and the def2-TZVPD basis",
  "smiles": "CCOCCCNC(=O)c1ccc(CS(=O)(=O)Cc2ccccc2F)o1",
  "homo_lumo_gap_ev": 9.31,
  "multiplicity": 1,
  "lumo_ha": 0.02213,
  "e_homo_ha": -0.3201,
  "charge": 0,
  "symbols": ["C", "C", "O", "C", "C", "C", "N", "C", "O", "C", "C", "C", "C", "C", "S", "O", "O", "C", "C", "C", "C", "C", "C", "C", "F", "O", "H", "H", "H", "H", "H", "H", "H", "H", "H", "H", "H", "H", "H", "H", "H", "H", "H", "H", "H", "H", "H", "H"],
  "xyz": [[2.8668, -1.8648, -1.8693], [3.5817, -1.3365, -0.6292], [2.8032, -1.3832, 0.5484], [2.6680, -2.6661, 1.1236], [1.9301, -2.5395, 2.4550], [0.4478, -2.2116, 2.2663], [0.2661, -0.9298, 1.6354], [-0.3599, 0.0967, 2.2403], [-0.9426, 0.0203, 3.3084], [-0.3357, 1.3406, 1.4454], [-0.8499, 2.5816, 1.7162], [-0.6161, 3.3657, 0.5663], [0.0271, 2.5513, -0.3267], [0.4897, 2.7636, -1.7075], [-0.1756, 1.4482, -2.8184], [0.3407, 0.1739, -2.4029], [0.1179, 1.8625, -4.1634], [-2.0048, 1.4598, -2.6424], [-2.4608, 0.8609, -1.3628], [-2.2322, -0.4802, -1.0688], [-2.6600, -1.0262, 0.1279], [-3.3396, -0.2502, 1.0528], [-3.5819, 1.0848, 0.7839], [-3.1355, 1.6168, -0.4100], [-3.3678, 2.9279, -0.6654], [0.2066, 1.3282, 0.2066], [2.6439, -2.9249, -1.7722], [3.5072, -1.7280, -2.7363], [1.9410, -1.3167, -2.0287], [4.5231, -1.8847, -0.4685], [3.8143, -0.2768, -0.7644], [2.1132, -3.3388, 0.4539], [3.6674, -3.0994, 1.2899], [2.4018, -1.7500, 3.0410], [2.0204, -3.4809, 2.9981], [-0.0608, -2.1676, 3.2328], [-0.0227, -2.9881, 1.6511], [0.8288, -0.7542, 0.8124], [-1.3327, 2.8791, 2.6233], [-0.8904, 4.3895, 0.4162], [0.1649, 3.7168, -2.1108], [1.5684, 2.6540, -1.8124], [-2.3043, 2.4979, -2.7554], [-2.3333, 0.8846, -3.5064], [-1.6963, -1.0820, -1.7851], [-2.4672, -2.0661, 0.3395], [-3.6679, -0.6753, 1.9872], [-4.1019, 1.7172, 1.4848]],
  "atomic_forces_ev_per_a": [[0.0115, 0.0898, 0.4347], [0.1500, 0.0051, -0.3748], [-0.2085, 0.0657, 0.1381], [0.1382, -0.2261, 0.2972], [-0.1226, 0.0778, -0.4653], [0.0820, -0.1371, 0.3248], [0.1941, -0.0112, -0.1740], [0.0964, -0.2993, -0.3567], [-0.0959, 0.2389, 0.1669], [-0.4968, 1.0072, 0.5339], [0.3934, -0.7792, 0.0173], [0.4285, -0.3235, -0.5011], [-0.3836, 0.7576, 0.5271], [-0.4493, -0.9405, -0.3431], [-0.0209, 0.4196, -0.5237], [-0.0933, -0.0588, 0.3596], [-0.1179, 0.3452, -0.1528], [0.9217, 0.2004, 0.1258], [-0.3157, 0.0379, 0.4399], [-0.1572, 0.0342, 0.1029], [-0.0388, -0.1172, -0.0717], [-0.0518, 0.0534, -0.0926], [-0.0570, 0.0906, -0.1393], [0.0145, -0.1794, -0.1372], [-0.0210, -0.1287, 0.0336], [0.2311, -0.1834, 0.0535], [-0.0040, -0.1232, -0.0504], [0.0651, -0.0124, -0.1392], [0.0200, -0.0330, -0.0382], [-0.0685, 0.1141, 0.0244], [0.0801, -0.1108, -0.0143], [0.0585, 0.0038, 0.0286], [-0.1031, 0.0336, -0.0730], [0.0492, -0.0271, 0.0853], [0.0224, -0.0343, 0.0221], [0.0101, -0.0802, -0.1637], [-0.0155, -0.0147, 0.0986], [-0.0792, 0.1196, 0.0721], [-0.1230, -0.0276, 0.2263], [-0.0580, 0.2203, -0.1176], [-0.0208, 0.0688, 0.0050], [0.0738, -0.0399, -0.1403], [-0.0643, 0.0372, -0.0824], [0.1092, 0.0143, -0.1213], [0.0413, -0.0948, -0.0570], [0.0374, -0.1154, 0.0213], [-0.0185, -0.0376, 0.1112], [-0.0435, 0.1002, 0.0792]]
}



{
  "formula": "C18H22IrN4O3",
  "method": "the ωB97M-V functional and the def2-TZVPD basis",
  "homo_lumo_gap_ev": 6.42,
  "multiplicity": 1,
  "lumo_ha": -0.15928,
  "e_homo_ha": -0.3951,
  "charge": 1,
  "symbols": ["Ir", "O", "C", "C", "C", "C", "C", "C", "C", "O", "N", "N", "C", "C", "C", "C", "C", "C", "C", "O", "H", "H", "H", "H", "H", "H", "H", "H", "H", "H", "N", "C", "C", "C", "C", "N", "H", "H", "H", "H", "H", "H", "H", "H", "H", "H", "H", "H"],
  "xyz": [[-0.5637, -0.4558, 0.6257], [2.8661, 2.4101, 1.5201], [2.3443, 3.4301, 0.8014], [3.0351, 4.6400, 0.8393], [2.5714, 5.7276, 0.1324], [1.4048, 5.6386, -0.6279], [0.7171, 4.4489, -0.6678], [1.1690, 3.3240, 0.0403], [0.4030, 2.0769, -0.0425], [0.8432, 1.0329, 0.6594], [-0.6434, 2.0069, -0.8173], [-1.2528, 0.7587, -0.7437], [-2.1480, 0.4556, -1.6263], [-2.9112, -0.7586, -1.6271], [-3.7919, -0.9515, -2.7152], [-4.5761, -2.0686, -2.8118], [-4.5067, -3.0414, -1.8065], [-3.6750, -2.8845, -0.7254], [-2.8605, -1.7468, -0.6025], [-2.1120, -1.6629, 0.4922], [2.2654, 1.6533, 1.4292], [3.9327, 4.6946, 1.4397], [3.1197, 6.6597, 0.1725], [1.0443, 6.4954, -1.1791], [-0.1915, 4.3576, -1.2452], [-2.3355, 1.2019, -2.3926], [-3.8371, -0.1861, -3.4802], [-5.2488, -2.1970, -3.6476], [-5.1204, -3.9298, -1.8805], [-3.6309, -3.6229, 0.0634], [0.7887, -1.3164, -0.6287], [1.4098, -2.6459, -0.3378], [2.5461, -2.6040, 0.6754], [2.1669, -1.8467, 1.9415], [0.9173, -2.4238, 2.6055], [-0.1621, -1.4015, 2.5720], [0.2815, -1.4098, -1.5079], [1.5149, -0.6103, -0.7768], [1.7834, -3.0489, -1.2804], [0.5939, -3.2900, -0.0125], [3.4304, -2.1419, 0.2312], [2.8080, -3.6426, 0.8882], [1.9392, -0.8198, 1.6454], [3.0045, -1.7716, 2.6322], [1.1200, -2.7721, 3.6182], [0.5205, -3.2697, 2.0461], [0.0627, -0.6652, 3.2371], [-1.0363, -1.8269, 2.8745]],
  "atomic_forces_ev_per_a": [[-0.4691, 0.0679, 0.3579], [0.0535, 0.0625, 0.0113], [0.0059, -0.0068, 0.0411], [-0.0054, 0.0056, 0.0044], [0.0097, -0.0088, 0.0072], [-0.0114, -0.0068, -0.0070], [0.0217, 0.0115, 0.0119], [0.0134, 0.0035, -0.0719], [0.0932, -0.1134, -0.3176], [-0.4317, 0.1609, 0.3760], [0.1237, -0.0422, 0.0760], [0.5836, -0.1104, -0.5359], [-0.1913, 0.1063, 0.1686], [0.1669, -0.2329, 0.0460], [0.0479, 0.0009, 0.0429], [-0.0384, -0.0262, -0.0063], [-0.0437, -0.0237, -0.0352], [-0.0022, 0.1246, 0.0341], [-0.0922, 0.1356, -0.1854], [0.1375, -0.1696, 0.3316], [-0.0020, -0.0020, 0.0106], [0.0094, -0.0020, -0.0096], [0.0002, 0.0007, 0.0020], [-0.0069, 0.0006, 0.0036], [-0.0024, -0.0002, -0.0136], [-0.1213, 0.0539, 0.0792], [-0.0022, 0.0014, -0.0027], [0.0172, 0.0000, -0.0144], [-0.0026, 0.0017, 0.0121], [0.0075, -0.0078, -0.0008], [-0.0418, 0.1700, 0.0280], [-0.0625, -0.1745, 0.0064], [-0.0544, 0.1844, -0.0739], [-0.0551, 0.0275, -0.0638], [0.0134, 0.0601, -0.0381], [0.1756, -0.2840, -0.4513], [0.0606, 0.0818, -0.0482], [0.0053, -0.0099, -0.0052], [-0.0477, 0.0416, -0.0344], [0.0187, -0.0265, -0.0172], [-0.0142, -0.0187, -0.0622], [0.0418, 0.0219, 0.0581], [0.1318, 0.0313, 0.1603], [0.0357, -0.2089, -0.0050], [-0.1015, 0.1167, 0.0594], [0.1126, -0.1002, 0.0772], [-0.0572, 0.0469, -0.0281], [-0.0298, 0.0555, 0.0217]]
}



{
  "formula": "C18H22N2O3S",
  "method": "the ωB97M-V functional and the def2-TZVPD basis",
  "homo_lumo_gap_ev": 8.42,
  "multiplicity": 1,
  "lumo_ha": 0.01617,
  "e_homo_ha": -0.2932,
  "charge": 0,
  "symbols": ["C", "H", "H", "H", "O", "C", "C", "C", "C", "C", "C", "O", "C", "H", "H", "H", "H", "N", "C", "O", "C", "C", "H", "H", "S", "C", "H", "H", "C", "C", "N", "C", "C", "C", "C", "H", "H", "H", "H", "H", "H", "H", "H", "H", "H", "H"],
  "xyz": [[-2.9343, 0.4563, -5.0078], [-4.0308, 0.4079, -5.3900], [-2.5400, 1.1038, -5.7230], [-2.4757, -0.6241, -5.2619], [-2.6973, 0.6304, -3.8111], [-1.5253, 0.8526, -3.0237], [-0.2696, 0.7298, -3.5883], [0.7868, 0.5776, -3.0078], [0.7893, 0.9534, -1.6325], [-0.4219, 1.3075, -1.0508], [-1.7718, 1.0939, -1.5406], [-2.8789, 1.1969, -1.0591], [-2.7875, 1.6281, 0.0833], [-2.5989, 0.8809, 0.8870], [-3.9709, 1.6498, 0.3945], [-2.3799, 2.7077, 0.5562], [-0.3158, 1.6808, -0.0353], [2.0642, 1.2509, -0.9397], [2.1240, 1.4754, 0.2406], [1.3960, 1.9614, 1.2101], [3.7692, 1.2915, 0.6692], [3.9133, 0.1415, 1.6305], [3.2279, 0.0574, 2.4032], [4.9666, 0.0810, 1.8586], [3.4273, -1.6762, 0.3967], [1.7188, -1.6348, 0.7525], [1.4246, -0.6397, 0.5651], [1.2718, -2.4244, 0.0977], [1.5974, -2.0825, 2.3197], [0.0968, -1.8832, 2.5738], [-0.7548, -3.1350, 2.6871], [-1.8903, -3.0456, 2.9315], [-2.5968, -1.6921, 3.2227], [-1.6428, -0.5536, 3.0826], [-0.3528, -0.6804, 2.8018], [0.0107, 0.1642, 2.7939], [-2.1957, 0.2634, 3.2287], [-3.6312, -1.4213, 3.6016], [-2.5281, -3.8599, 3.0690], [2.0993, -1.6105, 3.1272], [1.7932, -3.0312, 2.2624], [4.3661, 1.5625, 0.0415], [4.0837, 2.2155, 1.4134], [2.9372, 0.9240, -1.5502], [1.7278, 0.3947, -3.4094], [-0.4011, 0.3535, -4.8709]],
  "atomic_forces_ev_per_a": [[-1.1051, -5.4504, -8.3820], [1.2549, -0.0150, 1.5956], [1.3269, 1.6127, -1.1682], [-0.9682, 1.6131, -0.5557], [0.9846, 2.9068, 10.8105], [-3.5731, 0.0519, 1.4245], [-10.8239, -1.7606, -10.4557], [9.3997, 0.5182, 7.8687], [-0.3733, 0.9495, -1.0679], [-1.4194, -0.1639, 2.6436], [11.7740, -1.8311, -10.9102], [-4.2321, -1.4523, -6.0859], [-6.0561, 4.6519, 15.0083], [1.1830, 0.0769, -0.6975], [2.3295, 0.8686, -0.1656], [-0.5062, -2.5605, -2.4601], [-0.1014, -0.0430, -0.0508], [-2.0030, -3.6649, -11.4499], [4.7807, 4.4272, 13.0685], [1.2089, -2.3958, -4.0164], [-8.9632, 0.6017, 10.4449], [1.4540, -1.8043, -4.8939], [-1.1242, 0.1103, 1.3025], [0.0602, -0.7103, 0.5671], [2.7826, 2.1998, 0.8258], [0.9462, -1.6130, 2.3093], [-1.2724, 0.6541, -0.1214], [-0.1510, 0.8968, 0.7147], [-4.7003, 4.2664, -2.7287], [1.1909, -5.6598, 0.5775], [12.9360, 2.2072, -3.0485], [-11.9148, 5.2816, 3.4909], [4.0652, 1.4569, -0.7182], [-7.3306, -6.6322, 1.1657], [-3.3005, -5.4617, -0.0861], [5.4966, 7.9272, -0.5449], [-1.0738, 3.9421, 0.6318], [1.3389, -1.0034, -0.7889], [-0.7801, -1.8139, -0.0359], [1.0309, 0.8387, -0.0233], [1.2910, -5.4731, 0.1875], [6.9552, 1.3216, -8.0957], [-1.4965, -1.6097, -1.2161], [-2.5219, 0.8657, 2.3055], [1.3836, -0.5240, -1.1636], [0.6177, 1.3962, 3.9883]]
}